No. 1
Molecular formula: C2H4I2O
Method: DFT, ωB97M-V with the def2-TZVPD basis set

F_max: 0.1085 Eh/bohr
total energy: -20385.5498 eV
HOMO-LUMO gap: 9.053 eV
molar mass: 297.86 g mol⁻¹
multiplicity: 1
net charge: 0

Geometry (Å):
C 0.302 0.234 -0.373
C -1.353 -0.132 0.494
O 1.193 -0.594 0.122
I -2.927 1.370 -0.021
I -1.933 -2.113 0.016
H 0.154 0.317 -1.459
H 0.386 1.320 0.129
H -1.177 -0.019 1.510
H 1.521 -1.440 -0.211

***

No. 2
Molecular formula: C19H38AlBCl2FGaLiMgN2O7PS
Method: DFT, ωB97M-V with the def2-TZVPD basis set

F_max: 0.1228 Eh/bohr
total energy: -150788.4423 eV
HOMO-LUMO gap: 1.162 eV
molar mass: 698.23 g mol⁻¹
multiplicity: 1
net charge: +2

Geometry (Å):
C -1.115 2.395 4.350
C 0.366 2.786 4.685
C 1.198 3.259 3.467
C 1.969 2.128 2.727
C 0.940 1.317 1.872
Ga 3.148 0.998 3.963
P 2.856 -1.345 3.815
S 2.458 -2.025 2.016
B 5.177 1.355 3.509
N 5.850 1.062 2.299
O 5.950 1.988 4.549
H -1.766 2.915 5.048
H -1.195 1.316 4.479
H -1.387 2.683 3.326
H 0.847 1.992 5.248
H 0.292 3.646 5.354
H 1.947 3.963 3.836
H 0.487 3.744 2.783
H 2.638 2.636 2.024
H 0.690 0.333 2.259
H 0.006 1.897 1.881
H 1.284 1.303 0.834
H 2.875 1.420 5.478
H 4.103 -1.919 4.207
H 1.950 -1.803 4.809
H 6.781 0.714 2.520
H 5.356 0.409 1.704
H 5.930 1.452 5.344
C -0.425 3.368 -2.577
C -0.497 3.726 -1.109
O -1.048 2.979 -0.315
C 0.128 5.013 -0.691
H -0.926 2.411 -2.720
H -0.945 4.127 -3.174
H 0.622 3.283 -2.900
H -0.356 5.844 -1.209
H 1.195 5.002 -0.925
H 0.005 5.143 0.381
C 0.779 -2.967 -1.530
C 1.787 -2.128 -1.759
C 2.003 -1.537 -3.100
O 2.913 -0.756 -3.305
C 1.072 -1.924 -4.188
C 0.065 -2.761 -3.963
C -0.164 -3.336 -2.613
O -1.107 -4.061 -2.427
H 0.594 -3.401 -0.555
H 2.482 -1.833 -0.984
H 1.256 -1.483 -5.161
H -0.634 -3.053 -4.738
Li -2.261 2.462 1.083
Al -0.602 1.193 -3.697
O 4.286 4.658 5.452
H 4.991 4.086 5.129
H 4.483 5.517 5.063
C -4.177 -4.628 -2.904
C -5.140 -3.550 -3.021
N -5.864 -2.670 -3.130
H -4.177 -5.239 -3.800
H -3.197 -4.192 -2.773
H -4.411 -5.255 -2.046
O -5.385 -7.115 -3.870
C -5.412 -8.346 -3.836
C -3.797 -8.888 -3.253
O -3.840 -10.113 -3.236
H -5.551 -8.888 -4.786
H -6.122 -8.831 -3.147
H -3.685 -8.347 -2.298
H -3.102 -8.391 -3.952
F -3.925 -1.562 -4.217
Mg 7.026 0.115 5.580
C -3.853 5.095 -3.476
Cl -3.340 5.352 -1.794
Cl -2.540 5.444 -4.608
H -4.155 4.062 -3.597
H -4.686 5.754 -3.689

***

No. 3
Molecular formula: C7H10BrClN2
Method: DFT, ωB97M-V with the def2-TZVPD basis set

F_max: 0.1129 Eh/bohr
SMILES: CC(C)[C@@](Cl)(Br)n1cccn1
total energy: -92963.8541 eV
HOMO-LUMO gap: 9.343 eV
molar mass: 237.53 g mol⁻¹
multiplicity: 1
net charge: 0

Geometry (Å):
C -0.111 -3.707 -0.279
C 0.719 -3.270 0.760
C -1.001 -2.665 -0.456
C 1.105 0.852 0.239
C -0.928 2.545 0.425
C -0.372 1.173 -0.050
C -1.200 -0.039 0.446
N 0.555 -2.004 0.998
N -0.486 -1.683 0.279
Cl -1.456 0.022 2.218
Br -3.006 -0.228 -0.524
H -0.237 -4.669 -0.743
H 1.493 -3.715 1.379
H -1.809 -2.381 -1.152
H 1.765 1.669 -0.152
H 1.522 -0.069 -0.260
H 1.280 0.782 1.349
H -2.024 2.515 0.591
H -0.564 2.988 1.355
H -0.850 3.233 -0.403
H -0.666 1.107 -1.170

***

No. 4
Molecular formula: C4H11NO2
Method: DFT, ωB97M-V with the def2-TZVPD basis set

F_max: 0.0515 Eh/bohr
⟨S²⟩: 0.75
total energy: -9900.7759 eV
HOMO-LUMO gap (spin up / spin down): 9.452 / 6.755 eV
molar mass: 105.14 g mol⁻¹
multiplicity: 2
net charge: +1

Geometry (Å):
C 1.396 0.590 -1.366
C 1.141 -0.679 -0.658
C 0.178 -1.642 -0.907
C 1.353 -0.575 1.654
N 1.879 -0.694 0.508
H 0.832 0.780 -2.279
H 1.169 1.388 -0.636
H 2.471 0.565 -1.563
H -0.477 -2.116 -0.167
H -0.165 -2.129 -1.811
H 1.997 -0.539 2.525
H 0.265 -0.531 1.787
H -0.333 3.485 0.964
H -1.008 2.371 0.331
O -0.214 2.914 0.197
H -3.211 -0.750 0.328
H -4.405 -1.451 0.918
O -4.168 -0.723 0.337

***

No. 5
Molecular formula: C22H24N2O2
Method: DFT, ωB97M-V with the def2-TZVPD basis set

F_max: 0.0113 Eh/bohr
SMILES: COc1ccc(CN(C)[C@@H](C)C(=O)Nc2cccc3ccccc23)cc1
total energy: -30279.2472 eV
HOMO-LUMO gap: 8.393 eV
molar mass: 348.45 g mol⁻¹
multiplicity: 1
net charge: 0

Geometry (Å):
C -0.462 -5.127 -0.092
H 0.428 -4.650 -0.514
O -1.629 -4.400 -0.386
C -1.735 -3.124 0.081
C -0.762 -2.460 0.816
C -0.978 -1.152 1.222
C -2.155 -0.486 0.918
C -3.132 -1.165 0.194
C -2.926 -2.460 -0.225
H -3.675 -2.991 -0.791
H -4.053 -0.655 -0.043
C -2.387 0.929 1.370
N -2.958 1.774 0.326
C -3.289 3.084 0.855
H -3.917 2.949 1.735
H -3.856 3.641 0.115
H -2.406 3.669 1.140
C -2.144 1.803 -0.892
C -2.792 2.638 -1.993
H -3.857 2.427 -2.042
H -2.338 2.390 -2.949
H -2.635 3.697 -1.806
H -2.082 0.763 -1.235
C -0.733 2.337 -0.600
O -0.507 3.517 -0.430
N 0.196 1.343 -0.499
C 1.544 1.418 -0.138
C 2.096 2.582 0.345
C 3.434 2.626 0.753
C 4.217 1.509 0.691
C 3.695 0.300 0.187
C 4.500 -0.856 0.107
C 4.010 -2.024 -0.405
C 2.691 -2.076 -0.872
C 1.881 -0.976 -0.801
C 2.345 0.241 -0.256
H 0.876 -1.059 -1.189
H 2.316 -2.994 -1.302
H 4.634 -2.904 -0.463
H 5.520 -0.795 0.457
H 5.246 1.534 1.019
H 3.834 3.556 1.127
H 1.489 3.469 0.412
H -0.145 0.406 -0.659
H -1.451 1.346 1.780
H -3.119 0.913 2.187
H -0.206 -0.649 1.790
H 0.170 -2.938 1.076
H -0.326 -5.252 0.988
H -0.599 -6.104 -0.553

***

No. 6
Molecular formula: H16O8
Method: DFT, ωB97M-V with the def2-TZVPD basis set

F_max: 0.0142 Eh/bohr
SMILES: O.O.O.O.O.O.O.O
total energy: -16640.1182 eV
HOMO-LUMO gap: 10.780 eV
molar mass: 144.12 g mol⁻¹
multiplicity: 1
net charge: 0

Geometry (Å):
O 1.572 1.023 -1.821
H 0.900 1.637 -2.118
H 2.367 1.552 -1.756
O -2.554 0.305 2.059
H -2.068 0.056 1.272
H -2.039 -0.052 2.782
O 0.680 -1.607 2.249
H 1.505 -1.512 2.724
H 0.022 -1.735 2.933
O -0.589 -0.334 -0.008
H 0.004 0.271 -0.452
H -0.017 -0.871 0.541
O 3.405 1.563 0.373
H 2.453 1.507 0.449
H 3.678 2.062 1.143
O -0.800 2.652 -1.742
H -1.735 2.459 -1.807
H -0.747 3.370 -1.110
O 0.353 -3.273 0.028
H 0.546 -2.902 0.889
H -0.215 -2.625 -0.390
O -2.166 -1.155 -2.462
H -1.590 -0.919 -1.734
H -2.966 -1.470 -2.042

***

No. 7
Molecular formula: C3H4BrNS
Method: DFT, ωB97M-V with the def2-TZVPD basis set

F_max: 0.0851 Eh/bohr
total energy: -85540.3982 eV
HOMO-LUMO gap: 8.987 eV
molar mass: 166.04 g mol⁻¹
multiplicity: 1
net charge: 0

Geometry (Å):
C -0.898 -1.678 0.314
C 1.445 0.519 -0.485
C -1.189 0.447 0.425
N -0.892 -2.816 0.241
S -0.242 0.989 -0.935
Br -2.993 0.941 0.290
H 1.730 -0.296 -1.138
H 1.484 0.109 0.537
H 2.192 1.318 -0.683
H -0.636 0.468 1.435

***

No. 8
Molecular formula: C3H5NO
Method: DFT, ωB97M-V with the def2-TZVPD basis set

F_max: 0.0089 Eh/bohr
total energy: -6724.3026 eV
HOMO-LUMO gap: 8.924 eV
molar mass: 71.08 g mol⁻¹
multiplicity: 1
net charge: 0

Geometry (Å):
O 1.535 -0.098 1.222
C 2.367 -0.235 0.292
C 1.828 0.666 -0.590
C -2.362 0.076 -0.150
N -1.122 -0.115 -0.319
H 3.301 -0.806 0.345
H 0.946 0.386 -1.174
H -3.004 0.205 -1.026
H -2.859 0.125 0.826
H -0.630 -0.204 0.574

***

No. 9
Molecular formula: C6H12O
Method: DFT, ωB97M-V with the def2-TZVPD basis set

F_max: 0.0724 Eh/bohr
SMILES: C[C@@H]1C[C@@H]1[C@@H](C)O
total energy: -8460.2421 eV
HOMO-LUMO gap: 10.183 eV
molar mass: 100.16 g mol⁻¹
multiplicity: 1
net charge: 0

Geometry (Å):
C 2.382 -0.090 -0.040
C 0.921 -0.293 0.315
O 0.856 -0.682 1.684
C 0.067 0.935 0.091
C -0.695 1.097 -1.209
C -1.424 0.741 0.043
C -1.988 -1.008 0.106
H 2.496 0.133 -1.106
H 2.948 -0.997 0.192
H 2.804 0.734 0.544
H 0.515 -1.104 -0.309
H 0.091 -0.241 2.073
H 0.512 1.839 0.524
H -0.612 0.270 -1.911
H -0.716 2.073 -1.701
H -2.342 0.510 0.518
H -1.864 -1.353 -0.909
H -3.057 -1.205 0.395
H -1.369 -1.528 0.835

***

No. 10
Molecular formula: C18H21BrCdN2O3
Method: DFT, ωB97M-V with the def2-TZVPD basis set

F_max: 0.0565 Eh/bohr
total energy: -102738.1356 eV
HOMO-LUMO gap: 4.989 eV
molar mass: 505.69 g mol⁻¹
multiplicity: 1
net charge: -2

Geometry (Å):
C -1.370 -0.830 -1.937
C -1.392 -1.829 -0.940
C -2.101 -1.285 0.199
H -1.047 -2.861 -1.034
C -2.482 0.066 -0.125
C -2.014 0.333 -1.433
H -2.227 1.228 -2.019
H -1.011 -0.949 -2.961
H -2.486 -1.877 1.021
H -3.101 0.719 0.492
Cd 0.101 -0.652 1.111
Br 1.631 -2.594 1.389
C 2.196 1.241 0.216
C 1.368 2.011 -0.653
C 1.227 1.288 -1.878
H 0.980 3.002 -0.452
C 1.937 0.067 -1.763
C 2.546 0.028 -0.473
H 3.210 -0.748 -0.100
H 2.571 1.547 1.183
H 0.717 1.641 -2.770
H 2.044 -0.684 -2.537
C -2.430 3.449 4.070
C -0.970 3.666 4.503
C -0.179 2.336 4.446
C 1.299 2.499 4.862
C 2.155 3.561 4.128
C -0.808 1.278 5.469
O -0.924 1.522 6.653
N -1.207 0.062 4.921
C -1.272 -0.256 3.554
O -1.731 -1.355 3.168
N -0.775 0.688 2.688
C -0.275 1.904 2.972
O 0.094 2.668 2.059
H -2.494 3.117 3.020
H -2.976 4.396 4.159
H -2.903 2.688 4.707
H -0.495 4.351 3.788
H -0.917 4.115 5.510
H 1.355 2.705 5.948
H 1.781 1.521 4.702
H 1.717 4.565 4.223
H 3.159 3.573 4.576
H 2.264 3.313 3.059
H -1.583 -0.633 5.580

***

No. 11
Molecular formula: C4H4O3
Method: DFT, ωB97M-V with the def2-TZVPD basis set

F_max: 0.0373 Eh/bohr
total energy: -10351.9380 eV
HOMO-LUMO gap: 9.251 eV
molar mass: 100.07 g mol⁻¹
multiplicity: 1
net charge: 0

Geometry (Å):
C 1.811 -0.310 0.229
C 0.358 0.068 0.086
O 0.093 0.674 -0.949
C -1.203 0.058 0.757
O -1.756 -0.216 1.774
C -1.740 0.410 -0.597
O -1.994 -0.760 -0.887
H 2.236 -0.006 1.183
H 2.362 0.167 -0.597
H 1.924 -1.393 0.128
H -2.092 1.309 -1.128

***

No. 12
Molecular formula: C48H56MnN4O2PS3
Method: DFT, ωB97M-V with the def2-TZVPD basis set

F_max: 0.0135 Eh/bohr
⟨S²⟩: 8.75
total energy: -133853.2171 eV
HOMO-LUMO gap (spin up / spin down): 7.948 / 8.315 eV
molar mass: 903.11 g mol⁻¹
multiplicity: 6
net charge: +1

Geometry (Å):
Mn -0.299 -0.037 0.535
N 0.058 0.824 2.790
C 1.190 0.365 3.531
C 1.054 0.025 4.872
C 2.136 -0.462 5.587
C 3.371 -0.599 4.968
C 3.509 -0.259 3.632
C 2.428 0.215 2.891
P 2.488 0.501 1.093
C 2.723 2.292 0.909
C 2.776 2.793 -0.393
C 2.820 4.158 -0.616
C 2.797 5.041 0.458
C 2.750 4.551 1.752
C 2.717 3.179 1.979
C 4.074 -0.227 0.590
C 4.080 -1.558 0.179
C 5.269 -2.173 -0.186
C 6.458 -1.458 -0.157
C 6.458 -0.127 0.238
C 5.272 0.486 0.613
H -0.775 0.794 3.365
H 0.162 1.770 2.426
H 0.093 0.153 5.360
H 2.015 -0.725 6.630
H 4.223 -0.970 5.523
H 4.469 -0.383 3.147
H 2.755 2.109 -1.236
H 2.855 4.538 -1.629
H 2.812 6.109 0.282
H 2.739 5.234 2.592
H 2.691 2.806 2.998
H 3.151 -2.116 0.140
H 5.263 -3.208 -0.501
H 7.385 -1.935 -0.449
H 7.383 0.435 0.257
H 5.273 1.525 0.919
C 1.734 0.249 -4.839
C 0.217 0.366 -4.791
N -0.266 1.449 -3.932
C -0.695 2.670 -4.623
C 0.465 3.555 -5.052
C -0.303 1.363 -2.586
S 0.068 -0.200 -1.916
N -0.655 2.491 -1.972
C -0.590 2.785 -0.677
O -0.172 2.083 0.275
C -1.008 4.186 -0.337
C -1.340 5.109 -1.325
C -1.695 6.404 -0.983
C -1.723 6.791 0.350
C -1.393 5.877 1.341
C -1.036 4.583 0.997
H 2.022 -0.550 -5.524
H 2.136 0.014 -3.854
H 2.194 1.173 -5.189
H -0.223 -0.572 -4.455
H -0.174 0.570 -5.788
H -1.350 3.214 -3.954
H -1.282 2.355 -5.489
H 1.071 3.828 -4.187
H 0.083 4.471 -5.505
H 1.106 3.065 -5.786
H -1.306 4.802 -2.360
H -1.948 7.116 -1.759
H -1.999 7.803 0.614
H -1.411 6.174 2.381
H -0.765 3.870 1.763
N -0.213 -2.072 1.353
S -0.342 -3.114 0.144
C -1.590 -4.335 0.535
C -1.851 -5.339 -0.389
C -2.878 -6.234 -0.135
C -3.631 -6.120 1.028
C -3.361 -5.110 1.939
C -2.336 -4.205 1.693
C 1.116 -4.116 0.000
C 1.764 -4.093 -1.227
C 2.935 -4.825 -1.382
C 3.441 -5.550 -0.314
C 2.788 -5.554 0.915
C 1.615 -4.838 1.076
H 0.206 -2.469 2.189
H -1.260 -5.428 -1.293
H -3.090 -7.022 -0.844
H -4.431 -6.822 1.221
H -3.946 -5.023 2.845
H -2.121 -3.395 2.379
H 1.372 -3.489 -2.036
H 3.452 -4.818 -2.331
H 4.355 -6.118 -0.435
H 3.195 -6.118 1.743
H 1.093 -4.844 2.026
C -5.167 -1.709 3.131
C -5.779 -1.257 1.811
C -5.023 -0.100 1.161
S -3.445 -0.697 0.510
O -2.502 0.498 0.420
C -3.894 -1.100 -1.202
C -3.779 0.072 -2.169
C -4.885 1.114 -2.068
H -5.704 -2.567 3.536
H -5.212 -0.910 3.872
H -4.121 -1.996 3.009
H -6.809 -0.933 1.971
H -5.841 -2.098 1.111
H -4.746 0.665 1.888
H -5.593 0.372 0.365
H -4.902 -1.524 -1.157
H -3.208 -1.900 -1.485
H -3.745 -0.356 -3.174
H -2.809 0.546 -2.009
H -5.876 0.653 -2.036
H -4.863 1.778 -2.932
H -4.764 1.740 -1.184